Below is a cluster of 8 separate species, C28H46F2O24 in total in a non-equilibrium geometry, with properties calculated with the ωB97M-V functional and the def2-TZVPD basis.

```
100
Properties=species:S:1:pos:R:3:forces:R:3
C 2.13031 -1.13838 4.29659 1.8 -2.0 0.6
C 2.45061 -2.11278 5.49722 0.2 0.7 -0.2
O 1.89247 -3.39488 5.09195 -0.6 1.1 1.5
C 1.37980 -3.26748 3.88218 -2.6 -5.3 -1.6
O 0.72866 -4.19703 3.31175 2.7 4.1 1.9
O 1.66346 -2.09856 3.38688 -0.8 1.2 -3.0
H 3.08381 -0.75556 3.93275 -0.3 0.5 -0.2
H 1.36453 -0.36967 4.40041 0.2 0.0 0.5
H 2.05865 -1.55187 6.34565 -0.5 -1.3 0.7
H 3.47929 -2.41598 5.69215 0.2 0.9 -0.3
C -0.11023 -1.84076 0.76586 -0.1 1.1 0.5
C 0.19748 -0.41996 1.28732 0.4 -0.5 0.0
O -0.91937 0.36327 0.88576 -1.4 -0.2 -0.5
C -1.72604 -0.34278 0.01699 2.0 -0.6 -0.1
O -2.70633 0.03316 -0.54083 0.4 0.1 0.4
O -1.09405 -1.53762 -0.25571 -0.5 -0.1 0.4
H -0.50411 -2.44455 1.58342 -0.4 -0.2 -0.4
H 0.76928 -2.33968 0.35889 -0.3 0.1 -0.3
H 1.11107 -0.02479 0.84315 -0.1 0.2 -0.1
H 0.28308 -0.36253 2.37244 -0.1 -0.1 -0.2
C 7.55562 -0.52128 5.91201 -0.4 0.5 0.2
C 6.69980 -1.62292 5.33141 0.3 -0.4 -0.1
O 6.01890 -1.05326 4.21018 0.1 0.0 -0.3
C 5.47447 -1.84404 3.30363 -3.0 -2.3 -0.7
O 5.05972 -3.01302 3.38296 1.7 2.3 0.5
O 5.19522 -1.06320 2.26371 -0.4 0.7 -1.3
C 4.38468 -1.39598 1.08054 1.5 -0.3 -0.1
H 7.04018 0.40947 6.14895 -0.7 -0.2 -0.2
H 8.26241 -0.19586 5.14870 0.5 -0.4 0.4
H 7.95864 -0.79688 6.88654 0.6 -0.3 -0.4
H 5.98410 -2.08856 6.00894 -0.1 0.2 0.1
H 7.32280 -2.42232 4.93027 0.1 -0.1 0.2
H 5.01600 -1.11220 0.23851 0.0 0.5 0.1
H 3.47371 -0.79862 1.04307 0.1 -0.2 0.5
H 4.23627 -2.45010 0.84621 -0.3 -0.2 1.0
C -5.55176 0.46976 -2.08957 1.4 0.8 -1.8
C -4.92309 1.13127 -3.47032 -1.7 -1.4 1.2
O -5.56082 2.35514 -3.69680 -0.9 2.1 -0.9
C -5.40783 3.06200 -4.86345 0.1 0.5 -0.4
O -5.09524 2.68488 -5.97920 -0.3 -0.2 1.7
O -5.68780 4.34011 -4.54727 0.9 -1.6 1.9
C -5.88079 5.35582 -5.48800 -0.9 -0.5 -0.8
H -5.36207 -0.60225 -2.03556 0.7 0.0 -0.1
H -6.64086 0.46344 -2.04581 0.1 0.9 -0.2
H -5.03986 0.97509 -1.27062 -0.6 -0.2 0.2
H -5.22290 0.48034 -4.29160 0.8 -0.3 -0.2
H -3.87588 1.42674 -3.40590 0.3 -1.1 0.1
H -5.19934 5.28841 -6.33605 0.1 0.1 0.1
H -5.83205 6.29783 -4.94180 0.1 -0.1 -0.2
H -6.89914 5.14173 -5.81239 -0.1 0.8 -0.6
C -0.90731 3.55178 1.82097 0.1 -0.3 1.7
C -0.72028 4.16729 0.48292 0.4 0.8 -0.8
O -0.99193 5.59953 0.63674 -1.1 -1.3 1.3
C -0.56738 6.48554 -0.18505 3.8 2.0 -2.9
O 0.35270 6.28065 -1.05870 -4.0 1.4 3.0
O -1.17391 7.71003 0.20472 0.4 -2.5 -1.3
C -0.75167 8.95996 -0.33929 0.6 0.4 0.7
H -1.09710 2.47898 1.85523 -0.4 0.2 -0.6
H -1.67156 4.07204 2.39834 -0.3 -0.1 -0.2
H -0.02283 3.63723 2.45223 0.3 0.4 -0.2
H -1.41359 3.82229 -0.28415 0.0 -0.2 0.1
H 0.30426 4.03546 0.13501 -0.1 0.2 -0.2
H 0.25938 9.11380 0.03782 0.2 0.2 -0.6
H -1.36478 9.73011 0.12875 -0.2 -0.3 0.2
H -0.85792 9.14501 -1.40820 0.2 -0.8 -0.1
C 0.60592 -5.74943 -5.91568 -0.3 0.2 1.0
C -0.87528 -5.63027 -5.61287 -0.7 -2.7 -1.8
O -1.13637 -4.63147 -4.66914 -0.3 1.7 0.3
C -1.47484 -3.42470 -4.97019 1.3 -0.5 5.3
O -1.67251 -3.03080 -6.09467 -0.4 1.3 -1.3
O -1.49258 -2.75208 -3.76799 0.8 -1.2 -2.8
C -1.83822 -1.39719 -3.61946 -2.0 1.6 -0.4
H 1.09642 -5.96179 -4.96572 0.3 0.2 -0.1
H 0.91561 -4.77290 -6.28794 0.4 -0.1 -0.1
H 0.88377 -6.53857 -6.61437 -0.4 0.1 -0.1
H -1.39180 -6.46061 -5.13138 0.8 -0.6 0.1
H -1.47893 -5.55227 -6.51709 0.0 0.7 -0.1
H -1.11129 -0.61746 -3.84680 0.6 -0.8 -0.1
H -2.18396 -1.26398 -2.59436 0.2 -0.3 0.1
H -2.70479 -1.25547 -4.26527 -0.1 0.5 0.2
C -2.30781 -0.58823 5.06551 0.9 -1.1 0.0
C -1.56528 -1.91279 5.09881 1.5 1.0 -0.8
O -1.77338 -2.33088 3.76375 1.6 -1.7 0.3
C -2.93534 -1.90702 3.33617 -2.8 -0.1 -2.1
O -3.49897 -2.26513 2.30835 1.5 1.2 2.6
O -3.39647 -1.00686 4.24558 -1.1 0.9 -0.4
F -2.06497 -2.75216 5.99547 -0.7 -0.8 0.4
H -1.68873 0.11668 4.51059 -0.1 0.4 0.1
H -2.53607 -0.24007 6.07287 -0.7 0.0 -0.4
H -0.48176 -1.92494 5.21686 0.0 0.4 0.2
C 1.81190 0.29252 -3.08133 -0.1 2.5 -0.5
C 3.16502 0.15460 -2.31368 -3.1 -0.6 -2.9
O 3.25632 -1.25461 -2.30631 2.7 0.7 1.0
C 2.19950 -1.88043 -2.77652 -0.2 -1.4 -1.8
O 2.13564 -3.06500 -2.93956 -0.5 0.8 0.6
O 1.31966 -0.98548 -3.25379 -1.0 -1.0 0.1
F 2.97211 0.55414 -1.09005 0.3 1.0 2.6
H 1.83701 0.83534 -4.02622 0.9 -0.6 -0.6
H 1.09427 0.96534 -2.61184 0.0 -0.5 1.1
H 3.90500 0.76143 -2.83549 0.8 -0.8 0.4
```
Positions in Å, forces in eV/Å.

The molar mass comes out at 804.65 g mol⁻¹. The total charge is +1. As for the spin multiplicity: 2. The expectation value of S² is 0.76. Its HOMO energy (alpha / beta) is -12.0 / -12.0 eV.


Below is a cluster of 12 separate species, C24H36N12 in total in a non-equilibrium geometry, with properties calculated with the ωB97M-V functional and the def2-TZVPD basis.

```
72
Properties=species:S:1:pos:R:3:forces:R:3
C -0.68331 0.36953 0.71975 -0.4 1.7 -0.4
C 0.37814 0.70883 -0.21227 0.8 -0.1 0.4
N 1.24022 0.86217 -0.96972 -2.5 -1.5 3.1
H -0.25061 0.17339 1.70077 -0.2 1.5 -1.3
H -1.01887 -0.57278 0.28669 -0.6 0.5 0.5
H -1.47650 1.10386 0.86014 0.6 0.0 -0.7
C 2.44333 -1.43942 -1.41488 1.7 0.5 -0.6
C 1.84032 -1.71108 -2.69232 -1.9 -1.0 -4.8
N 1.36042 -1.92062 -3.77195 4.7 -2.5 6.8
H 1.78362 -1.52653 -0.55158 1.0 0.4 -1.1
H 2.79689 -0.40871 -1.38776 0.0 -0.5 -0.6
H 3.33738 -2.05630 -1.32416 -0.1 -0.1 0.1
C -0.46070 0.49300 -3.25437 0.2 -1.1 -0.8
C -0.00624 -0.34348 -4.36944 -1.2 0.0 -3.9
N 0.33482 -0.95466 -5.31112 -2.8 2.9 1.0
H -0.35755 1.54760 -3.50985 -0.2 -0.2 -0.1
H 0.20322 0.23220 -2.43018 -0.5 0.2 -0.4
H -1.48662 0.23393 -2.99270 0.1 0.1 0.0
C -1.29597 -3.78462 -1.90137 -0.2 1.2 0.0
C -0.61022 -2.57505 -1.41070 -0.1 -1.6 -0.5
N 0.00893 -1.69022 -1.03983 -2.8 0.1 -0.6
H -1.29141 -4.63444 -1.21881 0.0 0.4 0.2
H -0.89335 -4.10155 -2.86343 0.0 0.3 0.0
H -2.29078 -3.35416 -2.01604 -0.5 -0.8 -0.3
C 2.56626 2.37281 -2.54060 1.0 1.4 -0.7
C 2.12764 1.81144 -3.80448 -0.6 -1.6 -3.4
N 1.78512 1.33434 -4.83328 1.8 2.4 3.4
H 2.49353 3.46022 -2.55966 -0.2 0.1 -0.1
H 3.62013 2.19256 -2.32853 0.2 -0.1 -1.0
H 2.05270 1.93315 -1.68558 0.0 0.8 -1.1
C 2.57225 -0.35819 3.65346 -0.3 -0.5 1.1
C 1.59958 0.65114 3.30041 -0.5 0.5 0.1
N 0.75193 1.40166 3.08743 0.8 0.2 0.1
H 2.03351 -1.18677 4.11316 -0.4 -0.3 -0.5
H 3.11751 -0.04687 4.54445 0.7 0.5 -0.5
H 3.12310 -0.72528 2.78748 0.2 0.2 0.5
C 3.45656 1.55159 0.22044 0.5 -0.7 1.0
C 3.58715 0.08202 0.47085 1.2 -4.7 2.1
N 3.67583 -1.09015 0.75848 0.1 6.6 -0.9
H 2.45291 1.79801 0.56693 0.3 0.3 -0.2
H 3.61072 1.81932 -0.82486 -0.1 -0.5 0.9
H 4.16627 2.14174 0.80022 0.2 -0.4 0.2
C -2.93956 2.32009 2.61066 1.1 -0.3 -1.0
C -3.96368 1.49499 3.11150 -0.9 0.3 0.4
N -4.78118 0.85115 3.56824 -1.3 -0.6 0.4
H -3.18545 2.60201 1.58686 -0.1 0.7 0.1
H -2.12910 1.60567 2.46623 0.6 0.6 0.5
H -2.71050 3.12213 3.31235 0.2 0.0 -0.4
C -0.50419 2.94153 -1.09997 -1.2 1.3 -0.6
C -1.85301 3.59260 -1.12262 -1.2 1.1 0.9
N -2.90162 4.09994 -1.00569 2.4 -1.1 -0.4
H -0.61550 1.97107 -1.58362 0.0 1.0 0.2
H -0.11798 2.82972 -0.08684 -0.6 0.2 0.0
H 0.23400 3.57140 -1.59640 -0.2 0.0 -0.3
C -1.06882 -0.82110 3.81732 -2.0 0.1 0.5
C -2.49830 -1.21240 3.87712 -0.6 -1.5 0.5
N -3.56918 -1.65726 3.91695 1.4 0.5 -0.2
H -0.98452 -0.34334 2.84124 -0.2 0.2 1.5
H -0.42208 -1.69831 3.79913 -0.4 0.1 0.3
H -0.84314 -0.18546 4.67355 0.1 0.2 -0.3
C -4.56613 -0.54036 -0.27349 1.4 0.0 -0.9
C -3.38443 0.27776 -0.68449 2.0 3.3 -0.3
N -2.47630 1.00328 -0.93444 -4.7 -3.5 0.1
H -4.86564 -0.99114 -1.21963 -0.4 -0.4 0.2
H -5.41238 -0.01161 0.16511 0.4 0.3 0.0
H -4.16207 -1.29271 0.40388 -0.4 -0.1 0.1
C 1.46417 -3.31421 0.55183 -1.0 1.0 1.0
C 0.77216 -2.16448 1.27430 1.0 -0.2 0.6
N 0.29294 -1.26887 1.83981 3.9 -5.7 -0.5
H 2.54700 -3.26447 0.66636 -0.2 -0.1 0.5
H 1.24339 -3.10134 -0.49413 0.2 -1.4 0.6
H 1.00315 -4.20994 0.96803 0.3 -0.2 -0.3
```
Positions in Å, forces in eV/Å.

The molar mass comes out at 492.64 g mol⁻¹. The total charge is 0. As for the SMILES: CC#N.CC#N.CC#N.CC#N.CC#N.CC#N.CC#N.CC#N.CC#N.CC#N.CC#N.CC#N. Its HOMO energy is -8.4 eV.


Below is a structure of composition C17H18F6N2O5S4V in a non-equilibrium geometry, with properties calculated with the ωB97M-V functional and the def2-TZVPD basis.

```
53
Properties=species:S:1:pos:R:3:forces:R:3
V -0.83927 0.91029 0.49237 0.9 -1.0 0.3
F 0.51399 5.99533 0.53927 0.0 0.1 0.0
C -0.61299 5.30971 0.71586 0.1 -0.2 0.2
F -1.52504 5.74033 -0.13955 0.0 0.0 -0.1
F -1.03187 5.48660 1.95678 0.0 0.0 0.0
S -0.22379 3.50317 0.38877 -0.2 0.5 0.2
O 0.00600 2.85847 1.68266 -0.1 0.2 -0.9
O 0.85846 3.58302 -0.54382 -0.2 -0.2 -0.1
N -1.54496 2.86303 -0.30810 -0.2 0.2 0.8
S -2.81337 2.64741 0.72266 0.0 0.3 0.2
O -2.51326 1.53955 1.64892 -0.4 0.8 -0.7
O -3.33436 3.85847 1.27459 0.1 -0.3 0.0
C -4.12643 2.02717 -0.47827 0.1 0.3 0.1
F -5.01548 3.00927 -0.59501 0.0 -0.1 -0.1
F -3.63785 1.74305 -1.66732 0.0 0.0 -0.1
F -4.70684 0.96803 0.04873 -0.1 -0.1 0.0
O 0.91792 0.60723 -0.67755 0.8 0.1 0.4
S 2.20578 1.00949 0.08403 -0.7 0.1 -0.5
C 3.23095 -0.46594 0.13233 0.1 -0.2 0.0
C 4.61736 -0.04753 -0.34048 0.0 0.0 0.0
C 4.37579 0.85834 -1.54792 0.0 0.0 0.0
C 3.26949 1.82868 -1.14523 0.0 0.0 0.0
H 2.75464 -1.15863 -0.56719 0.0 0.0 0.0
H 3.19512 -0.87679 1.14074 0.0 0.0 0.0
H 5.21793 -0.92181 -0.59059 0.0 0.0 0.0
H 5.14249 0.49751 0.44789 0.0 0.0 0.0
H 4.05772 0.25815 -2.40209 0.0 0.0 0.0
H 5.27554 1.39793 -1.84151 0.0 0.0 0.0
H 2.60296 2.13965 -1.94715 0.0 0.0 0.0
H 3.65230 2.72525 -0.65703 0.0 0.0 0.0
C -3.51701 -2.77377 -1.45148 0.0 0.0 0.1
C -2.72342 -1.99442 -2.28109 0.0 0.0 0.1
C -1.96022 -0.95977 -1.73680 0.2 0.0 0.1
C -1.93514 -0.64638 -0.36257 -0.6 -0.6 -0.6
C -2.76939 -1.46714 0.43419 0.1 0.1 -0.1
C -3.53999 -2.49940 -0.08474 0.0 0.0 -0.1
H -4.11756 -3.57750 -1.86128 0.0 0.0 0.0
H -2.70534 -2.18322 -3.34923 0.0 0.0 0.0
H -1.35151 -0.36873 -2.41808 0.0 0.0 0.0
H -2.81876 -1.28860 1.50568 0.0 0.0 0.0
H -4.16636 -3.09333 0.57359 0.0 0.0 0.0
S 0.15218 -0.46732 2.19837 0.3 -0.5 0.8
C 0.62632 -2.01577 1.69040 0.1 0.0 0.4
N 0.39391 -2.45392 0.43813 -0.4 0.3 -0.5
C 0.69285 -3.68372 -0.02731 0.1 -0.2 0.0
C 1.33110 -4.57871 0.77449 -0.1 0.0 -0.2
C 1.64383 -4.17302 2.08640 0.1 0.0 0.1
C 1.30409 -2.93185 2.54103 -0.1 0.1 -0.1
H -0.15179 -1.81586 -0.15740 0.0 0.0 0.0
H 0.39137 -3.88493 -1.04574 0.0 0.0 0.0
H 1.56964 -5.56543 0.40840 0.0 0.0 0.0
H 2.15841 -4.85923 2.74869 0.0 0.0 0.0
H 1.52385 -2.61242 3.54956 0.0 0.0 0.0
```
Positions in Å, forces in eV/Å.

The molar mass comes out at 623.54 g mol⁻¹. The total charge is 0. As for the spin multiplicity: 4. The expectation value of S² is 3.77. Its HOMO energy (alpha / beta) is -6.9 / -8.4 eV.


Below is a structure of composition CH4FNP2 in a non-equilibrium geometry, with properties calculated with the ωB97M-V functional and the def2-TZVPD basis.

```
9
Properties=species:S:1:pos:R:3:forces:R:3
C -0.51384 1.53048 -0.19331 0.4 -2.8 -0.1
N -0.49237 1.52044 1.05406 0.1 1.0 -1.5
F -0.59113 2.58115 -0.98175 -0.3 -0.1 0.3
P 0.37542 -1.30950 0.52174 0.1 -1.2 1.5
P -0.24117 -0.58139 -1.37135 -0.2 3.4 0.6
H -0.21878 0.58191 1.35433 -0.2 0.0 0.4
H -0.74061 -2.12335 1.11922 1.2 0.3 -1.3
H 1.34002 -2.20078 -0.06020 -0.7 -0.2 0.5
H 1.08246 0.00103 -1.44274 -0.3 -0.6 -0.3
```
Positions in Å, forces in eV/Å.

The molar mass comes out at 111.00 g mol⁻¹. The total charge is 0. Its HOMO energy is -9.2 eV.


Below is a structure of composition CHFNO3S in a non-equilibrium geometry, with properties calculated with the ωB97M-V functional and the def2-TZVPD basis.

```
8
Properties=species:S:1:pos:R:3:forces:R:3
C -0.26125 -1.99829 -0.09898 -0.6 0.9 0.2
N 0.67462 -2.62308 -0.30064 0.5 -0.9 0.1
O -1.86147 -1.06925 -1.65765 -0.5 0.0 -0.7
O -0.81676 0.50420 -0.17775 -2.1 0.4 -0.2
O -2.60180 -0.97039 0.63846 0.0 0.0 0.9
F 1.23471 0.13649 0.52114 3.2 -0.2 1.2
S -1.54937 -0.74951 -0.29653 0.0 -0.6 -1.4
H 0.46514 0.34088 0.01810 -0.5 0.4 -0.1
```
Positions in Å, forces in eV/Å.

The molar mass comes out at 126.09 g mol⁻¹. The total charge is -1. Its HOMO energy is -6.6 eV.